[1]
{
  "formula": "C47H56GeN11O7P2Re",
  "method": "the ωB97M-V functional and the def2-TZVPD basis",
  "elements": ["C", "H", "H", "H", "C", "P", "H", "C", "C", "H", "C", "N", "H", "C", "C", "C", "H", "H", "H", "C", "C", "H", "H", "H", "H", "C", "O", "C", "H", "O", "C", "H", "H", "C", "H", "C", "C", "N", "N", "C", "C", "N", "C", "H", "H", "O", "C", "H", "C", "C", "H", "H", "C", "O", "C", "C", "N", "C", "C", "C", "H", "C", "H", "C", "Ge", "C", "N", "H", "H", "H", "H", "H", "C", "P", "H", "C", "Re", "C", "C", "H", "H", "H", "C", "O", "H", "C", "C", "C", "O", "C", "H", "C", "H", "H", "H", "C", "H", "N", "H", "H", "N", "H", "N", "C", "H", "C", "H", "H", "H", "H", "C", "H", "C", "H", "H", "H", "H", "N", "H", "C", "N", "H", "H", "H", "O"],
  "coordinates": [[-2.10834, 2.45313, -3.79797], [1.69979, 2.30820, 3.35397], [3.11807, -6.27479, 0.13286], [0.61095, -3.47752, 0.90361], [3.44490, -4.86604, 1.74117], [3.14106, -0.78573, 0.42303], [6.02350, 0.02381, -0.95028], [-2.62642, 0.25689, 5.28173], [-1.23009, 4.01558, -1.30174], [-0.57084, -1.72710, 3.47067], [-5.89159, 2.54714, -0.05560], [2.39070, -0.80967, 5.85588], [-1.62731, -3.68690, -4.57676], [0.58772, 5.50327, -1.91934], [-3.58176, 1.89508, -0.40804], [-0.32608, 6.44977, -2.36542], [-2.34229, -3.25286, -0.57273], [1.65011, 5.70444, -1.98161], [-2.18267, 3.78631, 4.37404], [3.88462, 0.14334, -1.04108], [0.23249, 2.26354, 1.77756], [-3.22111, -2.60969, -2.63498], [-0.03660, -0.95238, -4.73056], [-1.39753, -1.60787, -5.64067], [-3.26357, -0.86440, -2.90308], [-6.29265, 1.22011, -0.12750], [3.22093, 1.25401, -3.42207], [1.91482, -3.46567, -1.98894], [3.39271, 0.61242, 2.06870], [3.70473, -2.15612, 0.24577], [5.01684, -3.36080, 3.48724], [-3.28391, -0.21144, -0.68556], [-0.01359, -3.23728, -4.01540], [-2.13205, 4.97318, -1.76128], [5.16925, -1.41848, -0.63600], [-2.94486, -1.81440, -3.32728], [-4.54835, 2.88187, -0.19165], [2.53879, -4.49464, -1.48676], [-1.41637, -1.43985, 0.15046], [-0.18835, 3.08674, 4.00134], [0.09632, 1.78743, -4.43964], [3.45787, -1.57523, 5.36770], [4.06934, 1.63434, -0.75945], [5.29246, -0.89269, -2.19017], [3.09135, 2.11439, -0.69112], [3.87024, -1.20994, -3.37432], [-0.02288, -0.68438, 5.24920], [0.79973, 0.95571, -4.50366], [2.56808, -5.55209, 0.72688], [0.13635, 4.30036, -1.39259], [-3.64029, 0.64191, 5.29104], [-7.33919, 0.96176, -0.02114], [-3.22012, -0.99481, 3.20619], [1.67277, -0.52443, 0.55924], [-4.00694, 0.56659, -0.48403], [-0.91671, -1.06240, 4.25209], [1.01250, -2.89578, -1.12108], [-1.68435, 6.18133, -2.28814], [2.97252, -2.32217, 4.44370], [-5.34733, 0.22672, -0.34354], [-3.81591, -1.84623, 3.52565], [-1.63853, -0.78869, 1.28481], [-1.74680, 0.62063, -5.89414], [-1.12445, -1.04688, -4.73472], [-1.68216, 2.31449, -0.45249], [3.62928, -3.27825, 3.54936], [5.23558, -0.56150, -1.21296], [0.16123, 3.30411, 5.00354], [5.61658, -2.75607, 4.15589], [-3.49770, -1.98814, -4.26057], [0.86550, 3.57432, -1.04039], [1.72735, -6.05579, 1.20125], [-0.43641, 0.15041, 6.27944], [3.06354, -0.16504, -2.69048], [-2.83920, 0.23958, -4.58006], [-2.21739, -0.58799, 4.25722], [0.02995, -0.86122, -1.27040], [2.85409, -4.05781, 2.70140], [-1.95131, 3.07744, 2.35983], [-2.39179, 2.91218, -4.76106], [-6.62585, 3.32566, 0.10839], [-1.63800, 3.22328, -3.18274], [0.67727, 2.53131, 3.06830], [1.57379, -0.38941, -2.53249], [0.51014, 2.51226, -3.73609], [5.60753, -4.20799, 2.56428], [1.13528, -3.63468, -0.02574], [-2.27313, -2.50389, 0.19799], [3.90201, -0.10258, 1.67031], [-1.08863, 2.53146, 1.40706], [4.59304, 1.78546, 0.18486], [-0.56885, 0.98139, -1.34004], [-1.14338, 0.11376, 1.61157], [6.68660, -4.28018, 2.51655], [-2.98369, 3.28755, 2.10118], [4.82797, -4.94163, 1.67714], [-3.89835, -0.17001, 2.99159], [-1.19709, 1.33043, -3.96361], [-2.40118, 6.91146, -2.64260], [-2.07695, 1.26497, 7.08879], [-3.00077, -2.52273, 1.28417], [-3.19823, 4.77858, -1.74489], [-2.58860, -1.41038, 1.95092], [-1.74403, 0.61196, 6.29188], [-4.25976, 3.92344, -0.10824], [-1.78077, 0.31847, -4.83168], [0.90930, 1.80349, 1.06136], [-1.21712, -3.80659, -2.85191], [-3.02053, 2.12448, -3.29441], [3.59185, 1.13603, -4.30562], [-1.50347, 3.35733, 3.64667], [2.12407, -3.08451, -2.97664], [1.35700, -1.16977, 5.18547], [1.77434, -4.00789, 2.78016], [0.02037, 7.39182, -2.77301], [0.03648, 1.56098, -2.05246], [-5.65371, -0.81163, -0.40663], [-1.49911, -1.83145, -3.54363], [0.26743, 0.43223, 7.05193], [-1.07028, -3.21378, -3.75647], [2.03371, -4.57688, -0.23180], [0.02820, 2.26651, -5.43198], [5.30212, -5.56458, 0.92758], [4.61450, 2.13170, -1.56070], [1.63966, -2.12679, 4.27120]],
  "e_tot_ev": -157594.5710,
  "orbital_gap_ev": [7.428, 7.696],
  "multiplicity": 4,
  "total_charge": 1,
  "e_homo_ha": [-0.347, -0.366]
}

[2]
{
  "formula": "C47H57AsCsF6N8O3SSi2Te",
  "method": "the ωB97M-V functional and the def2-TZVPD basis",
  "elements": ["F", "H", "H", "H", "C", "C", "C", "C", "H", "F", "H", "H", "H", "H", "H", "F", "H", "H", "H", "C", "N", "C", "H", "O", "C", "Si", "H", "N", "H", "H", "H", "F", "H", "F", "H", "O", "C", "H", "C", "H", "N", "C", "H", "H", "C", "H", "C", "H", "H", "H", "O", "H", "H", "C", "S", "C", "F", "N", "C", "H", "As", "C", "H", "C", "H", "H", "C", "C", "C", "C", "C", "H", "Cs", "C", "Te", "C", "C", "H", "H", "C", "C", "H", "C", "H", "C", "C", "H", "C", "H", "C", "C", "N", "H", "H", "H", "H", "C", "H", "C", "C", "Si", "C", "C", "C", "H", "C", "H", "C", "C", "H", "H", "C", "C", "C", "N", "H", "N", "H", "N", "H", "C", "H", "H", "H", "H", "H", "C"],
  "coordinates": [[-3.21114, 8.26276, -2.71966], [1.40514, 4.39380, -1.19008], [-5.57612, 8.58722, 3.72020], [0.21530, -4.38900, 3.15911], [0.92767, 0.84982, 3.76556], [-0.51433, 4.87843, 6.31102], [-3.94501, 4.83594, -1.57903], [5.16100, -4.50489, -0.42002], [0.86594, 0.04276, -7.31085], [-5.38829, 8.77982, -1.11691], [2.31753, -5.96864, -0.94585], [1.08552, -6.90952, -0.09628], [1.59219, 3.03502, -2.32712], [4.07176, 1.75105, -2.09098], [5.78998, -1.52130, 0.34217], [-2.44580, 6.48040, 0.45247], [0.60711, -2.37929, -5.65697], [-5.95673, 9.97682, 1.79766], [-3.51723, -2.99832, 5.06098], [0.24329, 6.15551, 6.54393], [-5.22870, 9.26621, 1.77095], [0.24634, -0.30265, -5.26252], [-0.87664, 2.04062, -3.05879], [0.24132, -0.02744, 4.32423], [-4.62112, -4.48842, 2.21131], [3.97515, -3.02168, -0.49630], [2.77581, -4.05282, -2.42233], [-0.37938, -0.75217, -3.10873], [0.24570, 3.04605, -1.17416], [-5.32073, -5.24356, 1.87560], [-4.51832, 6.67215, 1.58588], [-2.27822, 5.77573, -2.98825], [-3.70703, 10.68059, 1.40914], [-6.68610, 6.71852, 0.04963], [-1.86837, 6.54249, 4.90465], [1.95966, 0.74896, 3.08504], [-0.08234, -1.86099, -3.71869], [0.46397, 2.47844, -7.11517], [-3.88713, 9.86107, 2.10227], [-0.22885, 6.92385, 7.14062], [-3.14471, 7.67108, 2.86078], [4.21756, 2.36738, -1.20648], [5.07762, 1.99513, -0.65303], [0.03637, -6.09436, 2.70726], [-0.46203, 1.61395, -3.96242], [2.60773, -2.28295, -2.46182], [-0.95928, 4.82969, 3.91091], [-4.65831, 6.29234, 3.29468], [-4.05712, -4.48601, -0.68363], [0.65002, -5.37523, -0.87313], [-0.23716, 2.27828, 1.47661], [-2.87073, 8.46590, 0.88964], [4.64668, -5.45375, -0.59074], [-2.87725, -2.83637, 1.76890], [-3.25681, 3.27235, -1.60825], [-3.84620, 7.23749, -2.13062], [-5.76115, 4.20339, -0.16035], [-3.60267, -3.86854, -0.03661], [-1.32658, 4.72574, 1.51117], [4.11524, -3.04914, -3.00876], [2.45009, -2.77830, 1.20337], [-3.37947, 5.94364, -2.25036], [0.50810, 4.76281, 8.27061], [0.31654, 2.27176, 3.80001], [4.38984, 3.40346, -1.49141], [-5.12507, -4.67901, 4.27437], [-0.21112, 2.39365, -5.07613], [-5.55013, 8.14709, 2.72373], [-4.50299, -4.16627, 3.55137], [-5.59642, 6.43852, -0.72661], [-4.46966, 7.10033, 2.58970], [-2.73590, -3.17475, -2.48235], [0.05815, -0.25456, 1.16292], [1.43126, -5.89110, -0.31014], [2.50625, 2.25455, 0.07546], [1.28827, 3.32017, -1.32220], [0.27719, 1.83406, -6.26505], [-5.21458, 8.89486, 0.80716], [0.83601, -3.66316, -3.07580], [0.20163, -5.08464, 2.31685], [-2.08379, -2.73708, -1.71907], [-0.73292, -3.87555, -3.83672], [-2.76198, -2.52648, 3.12222], [-3.95688, 10.23426, 3.12309], [-1.68141, 6.03893, 3.96720], [-5.10503, 5.15681, -0.83649], [-6.52368, 7.74616, 2.45489], [-2.20370, 6.57322, 2.80916], [3.95569, -6.25552, 1.63607], [3.03352, -6.13495, 2.20880], [-3.58654, -3.20326, 4.00049], [-0.40210, 4.24139, 5.02943], [4.47851, -0.58411, -0.36926], [0.49255, 2.58584, 5.88252], [-0.65277, -4.81898, 1.68724], [3.30271, -5.72199, 3.18339], [-2.85005, 8.76882, 1.94303], [-1.85473, 9.15847, 2.15241], [0.68106, 4.88343, 7.21125], [0.16909, 2.98979, 4.93199], [1.81119, -4.98650, 1.31870], [-3.78890, -3.80603, 1.33186], [3.30305, -3.10589, -2.27567], [-0.20845, 2.83434, 2.57635], [-2.06310, -1.65605, -1.87806], [-4.95669, 7.49248, -1.34800], [5.92946, -4.39547, -1.19392], [5.08685, -1.48404, -0.49320], [-0.20586, 0.24938, -4.05643], [1.58097, 4.41867, 6.83474], [5.65493, -4.56357, 0.55191], [0.50771, 0.47408, -6.38437], [-1.96206, 5.92146, 1.59037], [-2.62773, -2.96172, -0.35320], [-0.76186, -3.34075, -1.82087], [-0.40931, 3.45703, -5.03202], [-2.18018, -2.32291, 0.68780], [0.84835, 6.50653, 5.71938], [0.30771, -1.66254, -5.02161], [-2.03516, -1.80064, 3.46866], [-0.83841, 4.16102, 2.69072], [-0.13088, -2.94822, -1.12249], [-1.49027, 4.78916, 6.77811], [5.65549, -1.39256, -1.42471], [2.58864, -7.12501, 2.36022], [-1.23707, 4.19034, 0.57336], [-0.17049, -3.24801, -3.13354]],
  "e_tot_ev": -179304.6371,
  "orbital_gap_ev": 2.966,
  "total_charge": -1,
  "e_homo_ha": -0.097
}